ORCA calculation (wB97M-V/def2-TZVPD) on C2H2FI3 as an isolated structure in a non-equilibrium geometry.

Geometry (Å):
C 1.062 0.437 1.217
C -0.817 -0.328 -0.895
F 1.986 1.109 0.547
I -2.378 1.141 -0.945
I 0.309 -0.504 -2.676
I -1.530 -2.171 -0.080
H 1.158 -0.704 1.237
H 0.210 1.020 1.596

The calculation puts the relative energy (zero: lowest compared OMol25 entry of this formula, charge and spin) at 320.0 kJ/mol. Its total charge is 0. As for the total energy: -1070.1934 hartree. The HOMO energy (spin up / spin down) comes out at -8.356 / -8.538 eV. The value obtained for the HOMO-LUMO gap (spin up / spin down) is 6.652 / 7.601 eV.

Results of the Löwdin charge analysis, in e, for atoms 1 through 6:
1 C -0.067
2 C -1.876
3 F -0.046
4 I 0.603
5 I 0.650
6 I 0.604



ORCA calculation (wB97M-V/def2-TZVPD) on a 2-piece molecular cluster, C3H11N2O2 overall in a non-equilibrium geometry.

Geometry (Å):
C 0.028 -0.458 1.231
N 0.139 0.795 0.444
C 0.803 0.702 -0.994
O 2.096 0.528 -0.746
C -0.862 -1.504 0.482
N 0.119 -2.582 0.241
H 0.995 -0.952 1.571
H -0.293 -0.163 2.212
H 0.750 1.551 0.903
H 0.314 -0.172 -1.430
H 0.610 1.576 -1.489
H -1.743 -1.920 1.162
H -1.226 -1.315 -0.512
H 0.126 -2.850 -0.714
H 1.130 -2.288 0.536
H -1.046 1.953 -0.536
H -2.512 1.635 -0.168
O -1.937 2.349 -0.585

The calculation puts the relative energy (zero: lowest compared OMol25 entry of this formula, charge and spin) at 195.7 kJ/mol. Its total charge is -1. As for the total energy: -380.8253 hartree. The HOMO energy comes out at -2.615 eV. The value obtained for the HOMO-LUMO gap is 6.658 eV.

Results of the Löwdin charge analysis, in e, for atoms 1 through 6:
1 C -0.261
2 N -0.116
3 C -0.507
4 O -0.342
5 C -0.270
6 N -0.072



ORCA calculation (wB97M-V/def2-TZVPD) on C29H28FN2O2Pt as an isolated structure.

Geometry (Å):
Pt 0.270 0.339 0.366
C 2.188 2.261 1.734
C 2.831 2.716 0.428
C 1.873 3.505 -0.464
C 3.582 1.573 -0.236
C 4.951 1.494 -0.025
C 5.708 0.462 -0.557
C 5.095 -0.530 -1.299
C 3.728 -0.505 -1.551
C 3.092 -1.682 -2.266
C 3.220 -2.941 -1.403
C 3.689 -1.897 -3.657
C 2.990 0.574 -1.032
N 1.600 0.603 -1.289
C 1.141 0.744 -2.543
C 1.928 1.302 -3.587
C 1.400 1.473 -4.841
C 0.084 1.087 -5.115
C -0.713 0.516 -4.127
C -0.182 0.352 -2.876
F -0.911 -0.259 -1.926
H 1.624 3.058 2.217
H 2.922 1.852 2.427
H 1.459 1.414 1.599
H 3.610 3.425 0.727
H 0.946 2.973 -0.681
H 2.342 3.756 -1.415
H 1.598 4.438 0.028
H 5.434 2.265 0.562
H 6.773 0.427 -0.379
H 5.685 -1.351 -1.682
H 2.024 -1.493 -2.390
H 4.266 -3.203 -1.243
H 2.736 -3.784 -1.896
H 2.753 -2.797 -0.427
H 4.750 -2.141 -3.601
H 3.582 -1.009 -4.281
H 3.186 -2.726 -4.155
H 2.935 1.618 -3.354
H 2.001 1.918 -5.621
H -0.324 1.229 -6.106
H -1.723 0.190 -4.324
C -2.494 3.166 2.093
O -1.424 2.202 1.862
C -1.263 1.803 0.623
O -1.874 2.138 -0.354
H -2.279 3.608 3.060
H -3.442 2.636 2.113
H -2.492 3.915 1.306
N 1.446 -7.276 6.605
C 1.334 -6.420 5.848
C 1.195 -5.350 4.900
C 1.744 -4.100 5.186
C 1.614 -3.073 4.274
C 0.927 -3.286 3.073
C 0.376 -4.542 2.796
C 0.513 -5.572 3.704
C 0.787 -2.221 2.138
C 0.709 -1.314 1.323
H 2.269 -3.945 6.118
H 2.040 -2.102 4.481
H -0.155 -4.700 1.867
H 0.095 -6.547 3.497

The calculation puts the relative energy (zero: lowest compared OMol25 entry of this formula, charge and spin) at 0.0 kJ/mol. Its total charge is +1. As for the total energy: -1600.6020 hartree. The HOMO energy (spin up / spin down) comes out at -11.061 / -11.274 eV. The value obtained for the HOMO-LUMO gap (spin up / spin down) is 8.783 / 5.183 eV. Its expectation value of S² is 6.0599. The multiplicity is 5.

Results of the Löwdin charge analysis, in e, for atoms 1 through 6:
1 Pt 1.283
2 C -0.033
3 C -0.357
4 C -0.046
5 C -0.132
6 C -0.016